(1)
31
Properties=species:S:1:pos:R:3:forces:R:3 method="wB97M-V/def2-TZVPD" smiles="C[C@H]1[C@H](C)[C@H]1C.NCCOC=O"
C -2.5050 1.2714 1.7797 -0.360 0.498 -0.196
C -1.7414 1.3857 0.4707 0.667 -0.782 0.085
C 0.3208 2.3383 0.9512 -0.209 0.284 1.202
C 3.0181 -3.0520 -1.3850 1.060 1.074 0.036
C 1.6732 -2.6726 -0.7962 -0.271 1.227 -1.087
C 1.2560 -1.1812 -0.7622 -0.141 -1.842 0.453
C 2.2142 -0.0883 -1.1492 -0.548 0.671 -1.514
C 0.5906 -2.1503 -1.7459 1.108 1.041 0.479
C -0.8796 -2.4907 -1.7326 0.411 0.227 1.070
H -4.0179 2.2612 2.7669 0.236 0.351 0.314
H -2.6819 3.2021 2.2378 -1.160 -0.209 0.295
H -1.7645 1.1032 2.5844 -0.441 -0.154 -0.356
H -3.1570 0.4174 1.6549 -0.099 -0.433 0.212
H -1.0497 0.5005 0.4065 -0.832 0.623 -0.108
H -2.3209 1.4785 -0.4574 -0.252 -0.162 0.595
H 1.1266 2.9381 0.5027 -0.346 0.099 -0.138
H 2.9055 -3.8822 -2.0483 0.030 -0.822 -0.323
H 3.7880 -3.3054 -0.6132 -0.692 0.191 -0.529
H 3.4854 -2.2399 -2.0437 -0.817 -0.837 1.016
H 1.3298 -3.2074 0.0821 0.074 -0.233 -0.179
H 0.6967 -1.0656 0.1608 -0.071 0.628 -0.081
H 1.8005 0.8689 -0.8237 0.520 -0.016 0.632
H 2.2346 0.1250 -2.2459 -0.004 -0.709 0.460
H 3.2585 -0.2671 -0.8747 -0.300 0.259 0.410
H 0.9732 -1.9014 -2.7315 0.058 -0.406 -0.176
H -1.0339 -3.3394 -2.4031 -0.375 0.137 0.103
H -1.1357 -2.7868 -0.6808 -0.192 0.244 -0.961
H -1.4611 -1.5918 -2.0435 0.160 -0.824 0.193
N -3.3618 2.4550 2.0264 1.495 -0.135 -0.762
O -0.8937 2.5508 0.4291 0.791 0.206 -0.725
O 0.5032 1.6174 1.8961 0.499 -0.196 -0.419

(2)
11
Properties=species:S:1:pos:R:3:forces:R:3 method="wB97M-V/def2-TZVPD" smiles="CC(=O)CC#N"
C 1.1310 0.7710 -0.8633 0.013 0.097 0.027
C -0.0230 0.6543 0.1020 -0.089 0.304 0.244
O -0.3609 1.5440 0.8437 0.185 -0.446 -0.395
C -0.7996 -0.6809 0.0953 -0.033 -0.037 0.006
C -0.9874 -1.1766 1.4605 -0.122 -0.362 0.991
N -1.1148 -1.5638 2.5430 0.133 0.379 -1.168
H 1.6412 1.7207 -0.6948 -0.074 -0.132 -0.065
H 0.7631 0.7298 -1.8965 0.025 -0.031 0.168
H 1.8337 -0.0596 -0.7316 -0.140 0.096 0.003
H -0.2969 -1.4428 -0.5097 -0.071 0.124 0.135
H -1.7864 -0.4960 -0.3485 0.174 0.009 0.055

(3)
57
Properties=species:S:1:pos:R:3:forces:R:3 method="wB97M-V/def2-TZVPD" total_charge=-1
N -0.6937 -0.7398 5.9403 -0.059 -0.305 -0.928
C -1.2977 -1.0297 4.5757 -0.397 0.353 0.705
Ga -3.0620 -2.0797 4.9974 0.637 0.275 -0.723
N -2.5528 -3.6155 6.0657 -0.025 0.243 0.174
C -4.2843 -0.7186 5.9794 -1.448 0.966 0.948
C -5.8033 -1.1319 6.0421 0.343 0.007 -2.082
O -6.5164 -1.3727 5.0310 1.827 0.823 3.054
H -0.6750 -1.6385 6.4418 0.430 0.640 -0.244
H 0.2476 -0.3427 5.8332 -0.368 -0.550 0.343
H -0.5925 -1.6227 3.9047 -0.778 0.907 0.501
H -1.6287 -0.0289 4.1424 0.705 -1.207 0.115
H -3.6598 -2.5319 3.5819 -0.183 -0.151 0.010
H -2.7475 -3.5037 7.0653 -0.084 -0.498 -0.564
H -2.9019 -4.5032 5.6950 0.035 0.464 0.574
H -3.8725 -0.4983 7.0301 -0.754 -0.404 -1.334
H -4.1636 0.2722 5.4076 -0.329 -1.505 0.519
H -6.2648 -1.2387 7.0943 0.472 -0.054 -1.110
C 4.1938 -0.9318 0.9606 0.022 -0.136 0.120
C 3.2606 -1.6246 -0.0235 0.065 0.080 -0.127
C 2.3686 -0.6515 -0.7956 -0.104 -0.054 -0.059
C 1.3995 0.1663 0.0632 0.070 -0.007 0.112
C 0.4382 -0.6563 0.9240 -0.028 0.145 -0.120
C -0.5017 -1.5316 0.1068 -0.044 -0.140 0.142
H 3.6393 -0.3948 1.7332 0.043 -0.008 -0.041
H 4.8279 -1.6681 1.4615 0.005 0.099 0.010
H 4.8448 -0.2203 0.4453 -0.036 0.017 0.034
H 2.6536 -2.3660 0.5030 -0.038 0.046 -0.018
H 3.8677 -2.1839 -0.7438 -0.062 -0.008 0.020
H 1.8034 -1.2135 -1.5472 -0.003 0.030 0.028
H 3.0038 0.0441 -1.3572 0.033 -0.036 0.026
H 0.8155 0.8164 -0.5990 -0.001 -0.011 0.002
H 1.9684 0.8373 0.7159 -0.004 -0.011 -0.053
H -0.1625 0.0320 1.5257 0.082 -0.092 0.053
H 0.9948 -1.2764 1.6330 -0.025 0.066 0.003
H -1.1026 -0.9249 -0.5767 0.025 -0.041 -0.013
H -1.1838 -2.0713 0.7682 0.002 0.049 -0.079
H 0.0446 -2.2739 -0.4808 -0.032 0.022 -0.031
C -0.0938 0.1029 -4.0203 0.061 -0.125 -0.096
C 1.1665 0.9472 -4.1551 -0.022 0.038 0.167
C 0.9354 2.4278 -3.8492 0.121 0.053 -0.045
C -0.0454 3.1408 -4.7847 -0.102 -0.097 0.005
C 0.3197 3.0936 -6.2699 -0.050 0.102 0.093
C 1.6402 3.7824 -6.5869 0.034 -0.074 -0.157
H -0.8656 0.4128 -4.7288 -0.001 -0.017 0.052
H 0.1331 -0.9478 -4.2188 -0.088 0.037 0.051
H -0.5043 0.1743 -3.0098 -0.014 -0.002 -0.049
H 1.5889 0.8232 -5.1566 0.002 0.048 -0.012
H 1.9183 0.5630 -3.4581 -0.020 0.046 -0.066
H 1.9003 2.9457 -3.8696 -0.048 0.004 0.008
H 0.5658 2.5250 -2.8222 0.019 -0.034 -0.042
H -0.1222 4.1879 -4.4713 0.002 -0.024 -0.033
H -1.0462 2.7156 -4.6559 0.053 0.020 0.020
H -0.4760 3.5870 -6.8372 0.005 -0.067 0.017
H 0.3508 2.0581 -6.6231 -0.019 0.021 0.047
H 1.6136 4.8325 -6.2837 0.040 -0.050 0.017
H 1.8365 3.7459 -7.6617 0.054 0.054 0.065
H 2.4796 3.2992 -6.0821 -0.023 0.051 -0.007

(4)
Computed, not measured: a structure of composition C5H6N2 at a distorted geometry, with ωB97M-V/def2-TZVPD.

```
13
Properties=species:S:1:pos:R:3:forces:R:3
C 1.2827 -1.0070 0.2290 0.652 -0.253 -0.254
C 0.3610 -0.8340 1.4174 0.882 0.287 0.078
C -0.0641 0.3098 0.7937 0.172 -0.423 -0.027
N -1.2813 0.9190 0.5530 0.031 -0.469 0.858
C -1.2706 1.0685 -0.8790 0.051 -0.332 -0.136
C -0.0774 0.6858 -1.3825 -0.239 -0.066 0.103
N 0.7654 0.3309 -0.3025 0.065 0.122 -0.090
H 1.0008 -1.7944 -0.4763 0.020 0.113 0.153
H 2.3594 -0.9943 0.3942 0.086 -0.060 -0.114
H -1.7800 0.1311 0.9908 -1.457 1.263 -0.834
H 0.5083 -1.1217 2.4470 -0.291 -0.103 -0.119
H -2.0994 1.5496 -1.3850 0.209 -0.095 0.121
H 0.2953 0.7568 -2.3997 -0.181 0.017 0.261
```
Positions in Å, forces in eV/Å.

ΔE to the lowest compared entry with this formula, charge and spin for the records above, in order: 251.69, 46.83, 72.77, 336.56 kJ/mol
E_HOMO for the records above, in order: -0.3452, -0.3841, -0.1499, -0.2718 Eh